Molecular formula: C7H15Cl
Method: DFT, ωB97M-V/def2-TZVPD

Cartesian coordinates (Å):
1 C 0.683 1.420 -1.341
2 C 1.189 1.093 1.277
3 C 2.149 -0.379 -0.350
4 C -2.486 -0.133 -0.541
5 C -1.244 -1.480 1.209
6 C 1.372 0.828 -0.138
7 C -1.204 -0.872 -0.137
8 Cl -0.636 -1.841 -1.516
9 H 0.966 2.448 -1.408
10 H 0.965 0.893 -2.199
11 H -0.389 1.638 -1.256
12 H 1.172 0.165 1.849
13 H 2.083 1.639 1.602
14 H 0.329 1.744 1.609
15 H 2.487 -0.884 0.582
16 H 1.472 -1.022 -0.888
17 H 3.083 -0.386 -0.855
18 H -2.813 0.574 0.115
19 H -2.058 0.310 -1.444
20 H -3.348 -0.765 -0.792
21 H -1.868 -0.888 1.837
22 H -0.250 -1.628 1.693
23 H -1.653 -2.473 1.090

The value obtained for the HOMO energy (spin up / spin down) is -6.56 / -8.00 eV. As for the HOMO-LUMO gap (spin up / spin down): 6.7 / 8.8 eV. The spin multiplicity is 1.

---

Molecular formula: C24H28N8O4
Method: DFT, ωB97M-V/def2-TZVPD

Cartesian coordinates (Å):
1 C 4.662 4.583 3.701
2 C 4.444 5.971 3.145
3 N 4.352 7.022 2.676
4 H 3.782 4.128 4.157
5 H 5.223 4.762 4.619
6 H 5.294 3.859 3.187
7 C 0.509 2.497 0.399
8 C -0.336 2.703 -0.745
9 N -1.095 2.755 -1.665
10 H 1.004 3.457 0.547
11 H 1.211 1.675 0.265
12 H 0.027 2.341 1.364
13 C 4.318 -3.141 0.903
14 C 4.204 -2.301 -0.294
15 N 4.052 -1.549 -1.171
16 H 4.937 -3.993 0.623
17 H 3.354 -3.565 1.184
18 H 4.863 -2.637 1.702
19 C -5.891 0.427 -4.319
20 C -5.677 -0.079 -2.959
21 N -5.547 -0.403 -1.802
22 H -6.201 -0.454 -4.881
23 H -4.946 0.764 -4.744
24 H -6.759 1.084 -4.371
25 C -2.384 5.662 8.404
26 C -1.904 5.243 7.061
27 N -1.551 4.942 5.966
28 H -1.995 5.101 9.253
29 H -3.452 5.832 8.541
30 H -1.881 6.629 8.387
31 C -2.120 5.788 -6.546
32 C -2.976 4.678 -7.113
33 N -3.624 3.891 -7.657
34 H -2.283 5.847 -5.470
35 H -2.380 6.757 -6.973
36 H -1.046 5.682 -6.705
37 C 0.214 -1.679 5.736
38 C 1.150 -2.547 6.332
39 C 1.240 -3.870 5.819
40 C 0.431 -4.277 4.803
41 C -0.561 -3.383 4.276
42 C -0.588 -2.053 4.670
43 N 0.531 -5.648 4.207
44 O -0.387 -6.179 3.505
45 O 1.568 -6.257 4.521
46 H 0.253 -0.649 6.057
47 H 1.594 -2.115 7.217
48 H 2.156 -4.370 6.099
49 H -1.255 -3.597 3.477
50 H -1.159 -1.382 4.045
51 C 0.181 -3.215 -7.589
52 C 0.957 -4.218 -6.969
53 C 0.930 -4.314 -5.584
54 C 0.178 -3.538 -4.770
55 C -0.600 -2.462 -5.432
56 C -0.560 -2.322 -6.809
57 N 0.160 -3.730 -3.297
58 O 0.796 -4.683 -2.867
59 O -0.602 -3.126 -2.577
60 H 0.155 -3.207 -8.669
61 H 1.677 -4.845 -7.473
62 H 1.641 -5.042 -5.223
63 H -1.122 -1.687 -4.891
64 H -1.167 -1.566 -7.284

As for the SMILES: O=[N+]([O-])c1ccccc1.O=[N+]([O-])c1ccccc1.CC#N.CC#N.CC#N.CC#N.CC#N.CC#N. The value obtained for the HOMO energy is -9.81 eV. As for the HOMO-LUMO gap: 9.1 eV. The spin multiplicity is 1.

---

Molecular formula: C20H24N2O2
Method: DFT, ωB97M-V/def2-TZVPD

Cartesian coordinates (Å):
1 C -1.355 2.912 2.084
2 C -0.993 1.964 1.437
3 C -0.550 0.824 0.725
4 C -1.469 -0.134 0.293
5 C -1.040 -1.243 -0.404
6 C 0.317 -1.415 -0.685
7 C 1.236 -0.456 -0.254
8 C 0.807 0.652 0.444
9 H 1.516 1.395 0.779
10 H 2.286 -0.590 -0.472
11 C 0.759 -2.555 -1.395
12 C 1.153 -3.529 -1.985
13 C 1.643 -4.714 -2.677
14 N 2.637 -5.521 -1.994
15 C 3.931 -4.904 -1.775
16 C 3.989 -4.064 -0.492
17 H 5.011 -3.735 -0.294
18 O 3.600 -4.827 0.632
19 C 2.293 -5.337 0.467
20 C 2.196 -6.207 -0.793
21 H 1.170 -6.554 -0.929
22 H 2.849 -7.078 -0.666
23 H 2.087 -5.930 1.360
24 H 1.573 -4.507 0.408
25 H 3.335 -3.185 -0.589
26 H 4.189 -4.287 -2.638
27 H 4.662 -5.716 -1.692
28 H 2.083 -4.401 -3.632
29 H 0.790 -5.368 -2.898
30 H -1.749 -1.987 -0.739
31 H -2.519 0.001 0.511
32 C -1.843 4.118 2.737
33 N -2.450 5.081 1.828
34 C -1.516 5.602 0.845
35 C -2.211 6.711 0.054
36 H -1.559 7.091 -0.734
37 O -3.372 6.236 -0.587
38 C -4.270 5.699 0.356
39 C -3.629 4.565 1.155
40 H -4.335 4.201 1.905
41 H -3.377 3.736 0.471
42 H -5.129 5.337 -0.210
43 H -4.595 6.489 1.051
44 H -2.475 7.530 0.740
45 H -0.647 6.013 1.363
46 H -1.177 4.817 0.148
47 H -2.596 3.846 3.485
48 H -1.013 4.618 3.247

As for the SMILES: C(#Cc1ccc(C#CCN2CCOCC2)cc1)CN1CCOCC1. The value obtained for the HOMO energy is -8.14 eV. As for the HOMO-LUMO gap: 8.4 eV. The spin multiplicity is 1.

---

Molecular formula: C3H7FN2O
Method: DFT, ωB97M-V/def2-TZVPD

Cartesian coordinates (Å):
1 C 1.963 -0.976 -0.161
2 C -0.052 0.287 0.037
3 C -0.492 1.683 0.266
4 H 1.463 -1.815 0.404
5 H 2.998 -0.883 0.159
6 H 1.987 -1.092 -1.215
7 H -1.514 1.766 -0.041
8 H -0.324 1.916 1.313
9 H -2.395 -0.804 0.795
10 H -2.443 -1.433 -0.738
11 N -0.687 -0.770 -0.292
12 N -2.107 -0.660 -0.178
13 O 1.321 0.246 0.149
14 F 0.283 2.537 -0.498

As for the SMILES: CO/C(CF)=N/N. The value obtained for the HOMO energy is -8.86 eV. As for the HOMO-LUMO gap: 9.9 eV. The spin multiplicity is 1.

---

Molecular formula: C25H30N7PtSSe2
Method: DFT, ωB97M-V/def2-TZVPD

Cartesian coordinates (Å):
1 Pt 0.850 -0.043 0.695
2 C -1.517 -0.857 2.405
3 N -0.448 -1.520 1.594
4 C -0.832 -2.599 0.638
5 C -0.252 -2.333 -0.697
6 N 0.765 -1.498 -0.873
7 C 1.060 -1.521 -2.251
8 C 1.985 -0.829 -3.023
9 C 2.008 -1.083 -4.376
10 C 1.132 -2.009 -4.967
11 C 0.209 -2.702 -4.217
12 C 0.193 -2.428 -2.854
13 N -0.625 -2.912 -1.834
14 C -1.441 0.614 2.264
15 N -0.331 1.227 1.861
16 C -0.601 2.615 1.902
17 C 0.161 3.737 1.589
18 C -0.422 4.974 1.768
19 C -1.732 5.110 2.254
20 C -2.493 4.010 2.577
21 C -1.898 2.769 2.383
22 N -2.388 1.480 2.597
23 H -2.500 -1.265 2.189
24 H -1.299 -1.083 3.454
25 H 0.124 -1.983 2.291
26 H -0.389 -3.530 1.005
27 H -1.908 -2.749 0.617
28 H 2.662 -0.117 -2.582
29 H 2.716 -0.560 -5.005
30 H 1.188 -2.180 -6.033
31 H -0.458 -3.426 -4.665
32 H -1.338 -3.620 -1.933
33 H 1.173 3.669 1.223
34 H 0.144 5.865 1.535
35 H -2.146 6.101 2.384
36 H -3.494 4.108 2.974
37 H -3.289 1.248 2.988
38 C 4.110 0.938 -0.616
39 Se 2.570 1.636 0.328
40 C 3.309 1.634 2.144
41 C 3.845 0.290 2.560
42 Se 2.493 -1.114 2.355
43 C 3.501 -2.413 1.308
44 H 4.890 1.680 -0.439
45 H 3.872 0.919 -1.672
46 H 4.417 -0.041 -0.264
47 H 2.482 1.975 2.769
48 H 4.092 2.395 2.167
49 H 4.138 0.303 3.610
50 H 4.704 -0.026 1.972
51 H 4.396 -2.660 1.875
52 H 3.741 -2.014 0.328
53 H 2.880 -3.301 1.211
54 C -4.508 -1.430 -0.177
55 C -3.610 -0.661 -1.100
56 C -4.011 -0.359 -2.393
57 C -3.142 0.363 -3.187
58 N -1.952 0.758 -2.730
59 C -1.666 0.427 -1.489
60 S -0.123 1.219 -1.030
61 N -2.404 -0.268 -0.630
62 H -5.534 -1.439 -0.536
63 H -4.498 -0.991 0.821
64 H -4.187 -2.472 -0.096
65 H -4.979 -0.668 -2.763
66 H -3.390 0.643 -4.203

The total charge is +3. The value obtained for the HOMO energy is -16.65 eV. As for the HOMO-LUMO gap: 6.3 eV. The spin multiplicity is 1.

---

Molecular formula: C17H12ClN3O2
Method: DFT, ωB97M-V/def2-TZVPD

Cartesian coordinates (Å):
1 O -3.528 0.822 0.776
2 Cl 0.639 -4.047 -4.035
3 N -2.484 0.454 0.230
4 O 0.939 1.361 -2.510
5 C -1.311 1.019 0.778
6 C 0.238 -0.178 -0.732
7 C -0.044 0.760 0.358
8 C 0.717 0.159 -1.926
9 C -1.634 3.374 3.621
10 C 0.027 -3.980 -0.042
11 C -0.355 3.854 3.717
12 C 0.187 -4.392 -1.408
13 C -2.063 2.405 2.775
14 C -0.081 -2.573 0.239
15 C 0.606 3.304 2.889
16 C 0.457 -3.479 -2.321
17 C -1.145 1.952 1.851
18 C 0.195 -1.658 -0.728
19 C 0.194 2.254 1.979
20 C 0.513 -2.135 -1.919
21 N 0.883 1.495 1.086
22 N 0.946 -0.994 -2.610
23 C 1.778 -1.191 -3.759
24 H 0.706 2.104 -1.936
25 H -2.431 3.843 4.307
26 H -0.094 -4.657 0.780
27 H -0.082 4.555 4.491
28 H 0.182 -5.457 -1.689
29 H -3.010 1.922 2.802
30 H -0.354 -2.234 1.280
31 H 1.671 3.644 2.900
32 H 1.931 1.523 0.922
33 H 2.469 -0.367 -3.925
34 H 1.041 -1.305 -4.639
35 H 2.295 -2.157 -3.601

As for the SMILES: Cn1c(O)c(-c2[nH]c3ccccc3c2N=O)c2cccc(Cl)c21. The value obtained for the HOMO energy is -8.16 eV. As for the HOMO-LUMO gap: 7.9 eV. The spin multiplicity is 1.

---

The following max |F| values (in eV/Å) correspond, in order, to the records above: 4.07 6.35 0.99 2.30 1.00 4.56.